Entry 1:
Entry from the OMol25 dataset: C23H31AuN2O3Si as an isolated structure (wB97M-V/def2-TZVPD).

The calculation puts the orbital gap (alpha / beta) at 5.930 / 5.931 eV. The HOMO energy (alpha / beta) comes out at -7.85 / -7.85 eV. The value obtained for the lowest unoccupied orbital energy (alpha / beta) is -1.92 / -1.92 eV. The calculation puts the relative energy (zero: lowest compared OMol25 entry of this formula, charge and spin) at 26.4 kcal per mole.

Last column: Mulliken charge in e.
Cartesian coordinates (Å):
Au 0.422 -0.896 -0.260  0.38
O -4.027 -1.396 -1.175  -0.72
C -4.391 -1.891 0.022  0.28
C -5.759 -1.969 0.285  -0.64
C -6.209 -2.470 1.487  -0.30
C -5.309 -2.906 2.458  -0.73
C -3.957 -2.827 2.208  -0.51
C -3.469 -2.323 0.996  0.42
C -2.015 -2.241 0.765  0.98
O -1.573 -1.790 -0.369  -1.03
N -1.220 -2.628 1.751  -0.88
N 0.058 -2.324 1.485  0.23
C 0.913 -2.481 2.437  -0.49
C 2.289 -2.100 2.357  0.96
C 3.045 -2.205 3.545  -0.93
C 4.341 -1.772 3.626  -0.54
C 4.947 -1.197 2.496  -0.62
C 4.249 -1.081 1.327  -0.26
C 2.920 -1.565 1.203  0.46
O 2.378 -1.544 0.010  -0.83
H -3.053 -1.425 -1.211  0.37
H -6.444 -1.628 -0.480  0.43
H -7.275 -2.525 1.673  0.37
H -5.667 -3.300 3.399  0.39
H -3.238 -3.156 2.945  0.44
H 0.541 -2.863 3.388  0.36
H 2.561 -2.630 4.417  0.34
H 4.891 -1.861 4.552  0.39
H 5.971 -0.850 2.553  0.40
H 4.701 -0.658 0.439  0.40
C 1.589 2.136 0.653  -1.32
Si 0.786 1.362 -0.856  0.82
C -0.941 2.140 -1.104  2.19
C -1.571 1.719 -2.435  -1.83
C -1.866 1.694 0.039  -1.80
C -0.830 3.672 -1.044  -1.85
C 1.990 1.448 -2.332  2.22
C 2.017 2.858 -2.933  -1.95
C 3.396 1.100 -1.824  -1.85
C 1.612 0.437 -3.422  -1.75
H 1.975 3.131 0.411  0.36
H 2.425 1.531 1.011  0.36
H 0.877 2.239 1.475  0.33
H -1.639 0.631 -2.524  0.30
H -1.008 2.094 -3.291  0.33
H -2.587 2.119 -2.507  0.51
H -2.092 0.628 -0.013  0.22
H -2.816 2.233 -0.033  0.55
H -1.440 1.905 1.023  0.31
H -0.195 4.079 -1.830  0.35
H -0.439 4.012 -0.083  0.36
H -1.826 4.110 -1.166  0.52
H 2.251 3.623 -2.188  0.37
H 1.068 3.120 -3.403  0.36
H 2.791 2.907 -3.707  0.49
H 3.764 1.834 -1.103  0.33
H 4.093 1.088 -2.668  0.54
H 3.415 0.115 -1.355  0.27
H 0.605 0.600 -3.809  0.31
H 1.666 -0.588 -3.050  0.33
H 2.309 0.523 -4.263  0.51


Entry 2:
Entry from the OMol25 dataset: an isolated molecule of C23H31ClN4O3 (wB97M-V/def2-TZVPD).

The calculation puts the orbital gap at 8.014 eV. The HOMO energy comes out at -7.88 eV. The value obtained for the lowest unoccupied orbital energy is 0.13 eV. Its structure (SMILES) is COC(=O)c1[nH]c2ccc(Cl)cc2c1NC(=O)CCN1CCN(C2CCCCC2)CC1. The calculation puts the relative energy (zero: lowest compared OMol25 entry of this formula, charge and spin) at 0.0 kcal per mole.

Last column: Mulliken charge in e.
Cartesian coordinates (Å):
C 4.626 -4.274 -1.929  -0.67
H 3.980 -3.785 -2.662  0.30
H 5.193 -5.076 -2.394  0.24
H 5.297 -3.527 -1.500  0.30
O 3.846 -4.879 -0.909  -0.37
C 3.054 -4.044 -0.207  0.70
O 2.990 -2.847 -0.425  -0.72
C 2.301 -4.722 0.819  -0.40
C 1.419 -4.139 1.729  1.08
N 1.182 -2.781 1.702  -0.07
C 0.452 -1.975 2.529  0.48
O -0.156 -2.353 3.503  -0.65
C 0.452 -0.532 2.064  -1.00
C -0.577 -0.364 0.937  -0.73
N -0.487 0.946 0.321  0.13
C -1.037 1.997 1.158  -0.62
C -0.837 3.354 0.490  -0.82
N -1.521 3.361 -0.785  0.29
C -0.936 2.340 -1.628  -0.48
C -1.145 0.977 -0.973  -1.05
H -0.710 0.200 -1.606  0.46
H -2.230 0.791 -0.878  0.29
H -1.425 2.345 -2.602  0.42
H 0.148 2.492 -1.769  0.32
C -1.688 4.678 -1.382  -0.37
C -2.844 4.671 -2.387  -0.79
C -3.137 6.092 -2.859  -0.75
C -1.897 6.706 -3.502  -0.64
C -0.726 6.694 -2.524  -0.76
C -0.438 5.273 -2.048  -0.62
H -0.151 4.657 -2.903  0.31
H 0.393 5.279 -1.339  0.36
H 0.163 7.111 -3.003  0.34
H -0.967 7.322 -1.663  0.34
H -2.108 7.731 -3.815  0.33
H -1.630 6.133 -4.392  0.31
H -3.961 6.082 -3.576  0.35
H -3.444 6.703 -2.007  0.37
H -3.724 4.235 -1.914  0.36
H -2.585 4.056 -3.251  0.28
H -1.978 5.340 -0.557  0.34
H -1.259 4.134 1.128  0.41
H 0.247 3.535 0.382  0.30
H -0.522 1.995 2.120  0.43
H -2.116 1.841 1.334  0.32
H -0.367 -1.107 0.161  0.48
H -1.587 -0.566 1.335  0.27
H 0.187 0.093 2.916  0.47
H 1.434 -0.239 1.692  0.29
H 1.692 -2.331 0.941  0.27
C 0.914 -5.198 2.541  0.73
C 0.007 -5.270 3.605  -0.50
C -0.248 -6.505 4.151  0.14
C 0.361 -7.678 3.685  -0.63
C 1.256 -7.631 2.643  -0.85
C 1.531 -6.391 2.071  -0.88
N 2.358 -6.080 1.043  -0.02
H 2.926 -6.715 0.508  0.18
H 1.732 -8.526 2.276  0.40
H 0.120 -8.618 4.156  0.43
Cl -1.363 -6.634 5.467  -0.24
H -0.463 -4.376 3.980  0.81


Entry 3:
Entry from the OMol25 dataset: a 4-piece molecular cluster, C23H31F5INO12PS4 overall (wB97M-V/def2-TZVPD).

The calculation puts the orbital gap at 7.681 eV. As for the net charge: +1. The HOMO energy comes out at -10.75 eV. The value obtained for the lowest unoccupied orbital energy is -3.07 eV.

Last column: Mulliken charge in e.
Cartesian coordinates (Å):
C 0.771 0.414 3.152  0.31
C 0.222 -0.385 2.460  -0.74
C -0.515 -1.340 1.649  -0.75
C -0.697 -0.915 0.172  -0.46
N -2.156 -0.548 -0.092  0.31
C -2.124 0.866 -0.649  -1.98
I -2.215 2.093 1.116  0.24
C -0.793 0.836 -1.454  1.38
S -1.205 -0.335 -2.844  -0.06
P -0.303 2.466 -2.278  0.41
C -0.684 2.431 -4.061  -1.25
C -1.287 3.885 -1.622  -1.23
C 0.156 0.232 -0.399  -1.15
C 1.509 -0.328 -0.881  1.37
F 1.535 -0.577 -2.214  -0.37
F 1.705 -1.554 -0.266  -0.25
C 2.705 0.532 -0.522  -0.34
C 3.172 1.432 -1.472  -0.82
C 4.284 2.207 -1.194  -0.88
C 4.943 2.108 0.021  -0.93
C 4.451 1.212 0.957  -0.10
C 5.186 1.092 2.276  0.78
F 5.490 2.296 2.778  -0.27
F 6.348 0.422 2.130  -0.26
F 4.459 0.402 3.177  -0.24
C 3.348 0.420 0.700  -0.08
H 1.294 1.212 3.624  0.45
H 0.078 -2.256 1.657  0.33
H -1.458 -1.595 2.133  0.40
H -0.594 -1.813 -0.427  0.26
H -2.746 -0.469 0.742  0.45
H -2.649 -1.235 -0.666  0.51
H -2.956 1.040 -1.323  0.97
H -2.445 0.072 -3.174  0.19
H -1.690 2.086 -4.293  0.21
H -0.658 3.471 -4.382  0.51
H 0.075 1.927 -4.652  0.37
H -1.354 4.633 -2.409  0.46
H -2.319 3.577 -1.428  0.18
H -0.866 4.288 -0.708  0.41
H 0.402 1.035 0.292  0.58
H 2.689 1.511 -2.432  0.53
H 4.658 2.891 -1.944  0.43
H 5.820 2.709 0.207  0.47
H 3.003 -0.272 1.454  0.84
C 0.985 -1.720 7.378  -0.34
C 0.332 -3.082 7.467  -0.40
O -0.744 -3.019 6.516  -0.31
S -0.323 -2.086 5.291  1.13
O 0.142 -2.906 4.227  -0.54
O -1.345 -1.122 5.093  -0.57
O 0.940 -1.390 5.980  -0.25
H 0.418 -0.966 7.927  0.30
H 2.014 -1.726 7.728  0.30
H -0.053 -3.300 8.458  0.32
H 1.015 -3.876 7.158  0.29
C 1.153 -4.848 -0.360  0.13
C 2.298 -4.648 -1.320  -0.25
O 2.850 -5.953 -1.504  -0.36
S 1.676 -7.049 -1.403  1.08
O 1.243 -7.386 -2.708  -0.52
O 2.062 -8.029 -0.459  -0.53
O 0.560 -6.089 -0.742  -0.36
H 1.509 -4.939 0.669  0.29
H 0.418 -4.048 -0.420  -0.08
H 3.052 -3.968 -0.935  0.23
H 1.944 -4.288 -2.289  0.39
C -5.918 4.858 -3.502  -0.31
C -6.339 3.831 -4.530  -0.39
O -5.106 3.425 -5.149  -0.34
S -3.927 3.479 -4.081  1.18
O -3.733 2.169 -3.550  -0.58
O -2.873 4.244 -4.628  -0.59
O -4.679 4.348 -2.973  -0.30
H -5.719 5.828 -3.961  0.31
H -6.646 4.977 -2.705  0.31
H -7.020 4.233 -5.274  0.33
H -6.790 2.954 -4.061  0.27


Largest force on an atom? In order: 1.6 0.9 2.5 eV Å⁻¹.